Density functional theory data (wB97M-V/def2-TZVPD) for C36H46Br2FFeN3P2 as an isolated structure.

Values from the calculation:
- multiplicity = 5
- <S²> = 6.01
- HOMO energy (spin up / spin down) (eV) = -7.1 / -7.2
- total charge = 0
- energy above the lowest of the compared OMol25 structures with the same formula, charge and spin (kJ/mol) = 0.0

Geometry (Å):
Fe: -0.51 0.53 -0.16
Br: 5.92 -0.66 3.99
C: 4.18 -0.70 3.25
C: 3.59 -1.92 2.97
C: 2.32 -1.95 2.41
C: 1.66 -0.76 2.13
C: 2.26 0.46 2.41
C: 3.53 0.49 2.98
N: 0.35 -0.75 1.57
C: -0.53 -1.37 2.23
C: -1.94 -1.38 1.84
C: -2.85 -2.12 2.58
C: -4.19 -2.07 2.23
C: -4.57 -1.25 1.18
C: -3.58 -0.55 0.49
N: -2.29 -0.62 0.80
H: 4.12 -2.84 3.18
H: 1.86 -2.89 2.15
H: 1.70 1.36 2.22
H: 4.00 1.43 3.21
H: -0.28 -1.89 3.16
H: -2.51 -2.72 3.41
H: -4.93 -2.63 2.79
H: -5.60 -1.16 0.87
H: -3.86 0.09 -0.34
C: 4.86 -1.60 -0.26
P: 3.29 -0.98 -1.00
C: 3.46 -1.73 -2.67
C: 3.85 0.74 -1.34
C: 2.78 1.62 -2.00
P: 1.36 2.10 -0.93
C: 0.55 3.41 -1.92
C: 2.22 3.18 0.27
H: 5.71 -1.44 -0.94
H: 4.78 -2.67 -0.04
H: 5.06 -1.08 0.67
H: 4.41 -1.47 -3.14
H: 2.64 -1.43 -3.31
H: 3.40 -2.82 -2.56
H: 4.74 0.72 -1.98
H: 4.16 1.16 -0.38
H: 2.35 1.09 -2.86
H: 3.23 2.54 -2.38
H: 1.28 4.11 -2.32
H: -0.13 3.93 -1.24
H: -0.05 3.00 -2.73
H: 2.75 3.98 -0.25
H: 2.94 2.62 0.86
H: 1.48 3.61 0.95
C: -1.96 -3.44 -1.11
C: -0.49 -3.59 -1.50
C: 0.46 -3.29 -0.35
C: -0.07 -2.80 -2.73
C: 0.46 -3.57 -3.76
C: 0.85 -3.02 -4.97
C: 0.73 -1.66 -5.14
C: 0.22 -0.84 -4.14
C: 0.14 0.65 -4.43
C: -1.08 1.06 -5.27
C: 1.39 1.16 -5.16
C: -0.21 -1.40 -2.90
N: -0.89 -0.53 -1.97
C: -2.13 -0.21 -2.50
C: -2.89 -1.04 -3.35
C: -4.12 -0.64 -3.87
C: -4.66 0.60 -3.58
C: -3.95 1.44 -2.72
C: -2.75 1.01 -2.22
F: -2.10 1.84 -1.34
H: -2.19 -4.06 -0.25
H: -2.61 -3.75 -1.93
H: -2.19 -2.40 -0.87
H: -0.35 -4.64 -1.76
H: 0.48 -2.22 -0.15
H: 1.48 -3.58 -0.61
H: 0.17 -3.82 0.57
H: 0.55 -4.64 -3.61
H: 1.25 -3.65 -5.76
H: 1.03 -1.21 -6.08
H: 0.07 1.14 -3.46
H: -1.07 0.51 -6.22
H: -1.01 2.13 -5.51
H: -2.03 0.88 -4.78
H: 1.34 0.93 -6.23
H: 2.32 0.73 -4.78
H: 1.45 2.25 -5.07
H: -2.49 -2.00 -3.64
H: -4.64 -1.32 -4.53
H: -5.60 0.91 -3.99
H: -4.32 2.42 -2.44
Br: -0.99 2.27 1.60